# 1
The following is a quantum chemistry calculation of C26H22BBr2ClCoN11O3 as an isolated structure at a distorted geometry, from OMol25.

As for the HOMO-LUMO gap (spin up / spin down): 6.181 / 6.179 eV. Its LUMO energy (spin up / spin down) is -2.07 / -2.07 eV. For the relative energy (zero: lowest compared OMol25 entry of this formula, charge and spin), the calculation gives 18.56 kJ/mol.

The geometry in ORCA input format:
```
! wB97M-V def2-TZVPD RIJCOSX def2/J DEFGRID3
* xyz 0 1
Br -0.19161 -4.17673 1.86882
Br 0.52391 -3.03774 -1.05935
Co 0.17028 -0.18135 0.27329
Cl -0.99161 -0.55762 -7.28433
O 3.07655 -0.44681 -3.04267
O 1.80901 0.00738 -0.60085
O 1.76680 2.15574 -1.30852
N -1.15598 -0.07189 4.66623
N -0.73690 0.46491 -1.15285
N -0.05389 1.44131 1.38774
N -0.63474 1.29993 2.60272
N 1.08108 -0.94627 1.75880
N -4.61711 1.73738 -2.28664
N 0.57100 -0.83646 2.99314
N -1.24229 3.41082 -4.65780
N -1.82165 -0.84502 2.25857
N -2.25305 -0.63812 5.22915
N -1.50446 -0.85675 0.94601
C 0.83508 0.71366 -5.74604
C 2.14080 -0.32950 -4.04344
C -1.27166 1.17679 -1.90261
C 3.41289 0.63167 -2.19258
C -0.00984 2.73443 1.09197
C 0.22077 -0.48671 -6.03709
C 2.26451 -1.54417 1.84364
C -3.48464 1.82679 -2.49276
C 1.43112 -1.37645 3.87278
C -0.42340 0.59103 5.60748
C -0.60059 -4.20559 -0.00749
C 0.57975 -1.63742 -5.35661
C -1.05635 0.45041 6.80986
C -2.50102 -1.43763 0.28308
C 1.82676 0.82307 -4.76468
C -2.19617 -0.32791 6.51083
C 1.53260 -1.54083 -4.36094
C -2.07342 1.90642 -2.73370
C 2.53225 -1.84675 3.17690
C -3.02660 -1.42747 2.42216
C -0.57427 3.46351 2.14200
C -3.48978 -1.82746 1.17909
C 2.52921 2.15492 -4.60939
C -1.58149 2.73329 -3.78878
C -0.95849 2.51703 3.07404
C 2.22294 1.02548 -1.31526
B -0.80508 -0.12442 3.19612
H 0.55377 1.60059 -6.30142
H 0.11729 -2.58665 -5.59940
H -1.61570 -3.86226 -0.12449
H -1.44080 2.62532 4.03438
H -0.46033 -5.21033 -0.36840
H 1.83090 -2.41619 -3.79172
H -4.42454 -2.31586 0.95054
H 0.49167 1.10778 5.34805
H -0.75482 0.84956 7.76555
H -0.68401 4.53357 2.20992
H -3.43639 -1.52011 3.41187
H 2.41938 2.57411 -3.60936
H -2.47063 -1.52224 -0.79471
H -2.97339 -0.66884 7.17955
H 2.10592 2.87258 -5.30752
H 2.85213 -1.71794 0.95617
H 3.40314 -2.34011 3.57818
H 3.79068 1.50528 -2.70546
H 0.44170 3.05759 0.16218
H 1.20202 -1.41270 4.92827
H 4.18449 0.22969 -1.53999
H 3.59626 2.05824 -4.83225
*
```

# 2
The following is a quantum chemistry calculation of C26H22BrI2NO3SeSr as an isolated structure at a distorted geometry, from OMol25.

As for the HOMO-LUMO gap: 6.860 eV. Its LUMO energy is 0.14 eV. For the relative energy (zero: lowest compared OMol25 entry of this formula, charge and spin), the calculation gives 103.40 kJ/mol.

The geometry in ORCA input format:
```
! wB97M-V def2-TZVPD RIJCOSX def2/J DEFGRID3
* xyz 0 1
I 2.36713 1.97377 -2.26291
I -0.12709 -2.91808 -0.77302
Sr -0.28096 0.77150 0.06096
Br 1.95552 -4.94315 1.30833
Se 1.28755 2.11314 2.01873
O -1.82878 -0.73638 0.12602
O -5.88592 -3.21459 0.15634
O -2.09988 1.89836 -0.46116
N 2.42912 -0.21506 -0.33707
C -3.91407 0.41757 -0.08128
C 2.89881 4.17185 0.79959
C 2.86387 -6.10208 -1.07941
C -5.15570 -4.43843 0.21544
C 4.58861 0.78748 -0.59442
C -3.80400 -2.01007 0.14502
C 1.23039 -4.35780 -1.42981
C -5.32715 0.30191 -0.09111
C 5.11364 -0.09605 0.33380
C 0.84203 5.34656 -0.64032
C 1.99985 -5.13856 -0.57358
C -4.14801 2.96122 0.00791
C 2.13211 5.84169 -0.77104
C 2.22033 -5.50378 -3.31315
C 1.60204 3.65342 0.93373
C 2.95437 -1.06902 0.55305
C 4.28750 -1.04579 0.91441
C 0.57888 4.27208 0.20656
C -3.31246 1.72581 -0.20281
C 3.15741 5.25102 -0.03720
C -3.13155 -0.77180 0.05466
C -5.96446 -0.89829 -0.02175
C 2.97093 -6.28587 -2.44908
C 1.35684 -4.54575 -2.80381
C -5.18198 -2.06748 0.09464
C 3.24160 0.66791 -0.88464
H -4.57510 -4.50247 1.13665
H -4.84499 3.09393 -0.82420
H 2.27141 -1.79040 0.98927
H 3.70530 3.70933 1.35683
H -3.48872 3.82382 0.05029
H -4.73124 2.89100 0.92604
H -5.89301 -5.23246 0.19513
H 6.16281 -0.04012 0.59951
H 0.76861 -3.93535 -3.47758
H 3.45029 -6.70054 -0.39539
H 2.30378 -5.63581 -4.38499
H -5.92859 1.19752 -0.18345
H -0.43615 3.90541 0.30115
H -7.04212 -0.98210 -0.05376
H 4.66405 -1.75100 1.64353
H 2.33456 6.68307 -1.42358
H 5.19527 1.54470 -1.06995
H 4.17000 5.63144 -0.12393
H -3.19784 -2.89619 0.26523
H 3.64567 -7.03940 -2.83695
H -4.48892 -4.53355 -0.64156
H 0.02942 5.80168 -1.19710
*
```

# 3
The following is a quantum chemistry calculation of C26H22BrN4NdO2S as an isolated structure at a distorted geometry, from OMol25.

As for the HOMO-LUMO gap (spin up / spin down): 4.286 / 4.301 eV. Its LUMO energy (spin up / spin down) is -9.24 / -9.23 eV.

The geometry in ORCA input format:
```
! wB97M-V def2-TZVPD RIJCOSX def2/J DEFGRID3
* xyz 2 4
Nd 0.39135 -0.13689 -0.12929
Br -0.60610 -2.01610 -1.68525
S -0.28753 3.50715 -6.05308
O 0.89098 1.45735 1.15993
O -0.40088 3.41608 2.60848
N 1.00307 -0.06497 -8.55403
N 0.01406 -0.89825 2.12766
N -0.13321 1.43296 -1.98334
N 0.29652 0.07097 2.92541
C -0.22695 2.68814 -4.46816
C -0.49673 -5.09279 4.60343
C 1.47276 2.13371 3.46227
C 0.92893 2.72793 -3.69385
C -0.73196 1.22592 -7.55654
C -0.28165 0.15029 -8.31756
C 0.63126 4.07154 4.62885
C 0.22108 2.08547 -7.03837
C 1.56500 1.87972 -7.30037
C 2.54078 2.87595 5.48937
C -1.33999 2.02323 -3.96233
C 1.33885 1.06981 2.41132
C 0.56496 3.20456 3.54200
C 0.93099 2.09737 -2.46817
C -2.56672 -5.49530 2.77573
C 1.60890 3.90467 5.59011
C -1.24907 1.40905 -2.73095
C -1.60951 -3.85023 1.20347
C -1.55530 -5.93504 4.91571
C 1.90786 0.77382 -8.07330
C -1.21778 -1.43178 2.09362
C -0.48073 -4.42116 3.39264
C 2.46310 1.99120 4.43360
C -2.57160 -6.15327 3.99263
C -1.43619 -2.58190 1.37520
C -1.52043 -4.62028 2.48433
H -0.14503 2.96748 1.79656
H -2.02259 -1.00870 2.69336
H -2.09628 0.87480 -2.31923
H -1.89132 -4.34992 0.28422
H -3.35377 -5.66091 2.05108
H -1.58784 -6.42809 5.87761
H 2.27272 0.49408 2.34670
H -3.36799 -6.85039 4.21658
H 3.32327 2.76740 6.22698
H 1.80753 3.25430 -4.03913
H -0.08749 4.87839 4.68287
H 2.94396 0.56628 -8.31479
H 2.32178 2.56054 -6.93466
H -0.45035 0.45436 3.51315
H -2.26497 1.99186 -4.52031
H -0.98305 -0.55202 -8.75302
H 0.31888 -4.96392 5.30229
H 1.81033 2.14252 -1.83007
H 0.35598 -3.78665 3.12717
H -1.78865 1.38910 -7.39317
H 1.65490 4.58673 6.42825
H 3.17185 1.17384 4.35637
*
```

# 4
The following is a quantum chemistry calculation of a 2-piece molecular cluster, C26H22ClN3O4S overall at a distorted geometry, from OMol25.

As for the HOMO-LUMO gap: 3.681 eV. Its LUMO energy is -2.14 eV. For the relative energy (zero: lowest compared OMol25 entry of this formula, charge and spin), the calculation gives 660.99 kJ/mol.

The geometry in ORCA input format:
```
! wB97M-V def2-TZVPD RIJCOSX def2/J DEFGRID3
* xyz 0 1
Cl 1.46615 -1.15120 2.48368
S -0.73791 -1.53614 4.30537
O -7.33202 -2.74641 3.55566
O -7.34616 -0.54713 3.51676
O -0.44386 -0.26825 4.93401
O -0.35946 -2.78315 4.92811
N 2.61575 -0.94493 -3.97388
N -6.74754 -1.64187 3.65181
N -1.01554 2.83011 -0.10736
C -3.28217 -0.35686 4.13373
C 4.53375 -2.37737 -3.23311
C 1.70419 2.62984 -2.40409
C 3.03335 -0.72118 -5.34495
C -5.33964 -1.61728 3.91160
C -4.66668 -0.38487 3.96861
C -0.17434 3.35515 -1.08993
C 3.24140 -2.20932 -0.70387
C -3.23428 -2.77906 4.20352
C 5.12360 -2.93429 -2.08746
C -0.15516 -1.55476 2.65247
C -0.78338 1.49808 0.04704
C -0.01465 4.68669 -1.45095
C 4.47815 -2.86002 -0.84343
C 2.64367 -1.65551 -1.82381
C 0.78752 -0.19812 -0.91247
C 1.55916 -0.69013 -1.97934
C -4.61857 -2.81729 4.03800
C 3.29184 -1.77273 -3.07430
C -2.55228 -1.55502 4.20694
C 1.01805 4.98265 -2.35136
C 0.24141 1.09248 -0.83911
C 1.58796 -0.31357 -3.34395
C -1.95593 3.61956 0.66411
C 1.84985 3.96321 -2.83132
C 0.64818 2.30178 -1.56175
H -0.53297 -2.39638 2.07379
H 0.60417 -0.87326 -0.07862
H 1.17969 6.01079 -2.67091
H -5.16998 -3.75478 4.00028
H -2.70673 -3.71810 4.34483
H -5.26028 0.52303 3.87383
H 5.01675 -2.38996 -4.20937
H 2.39489 1.85359 -2.71278
H 6.09338 -3.42802 -2.16023
H -2.80072 0.61324 4.22364
H 3.95792 -1.27459 -5.52019
H -1.76316 3.50868 1.73895
H 2.74005 -2.09959 0.25288
H 2.26239 -1.06799 -6.04458
H 0.93695 0.37323 -3.88500
H 4.95889 -3.30736 0.02704
H -0.67250 5.44791 -1.03816
H -2.99002 3.31313 0.45954
H -1.32797 0.90029 0.77455
H -1.82691 4.66500 0.38022
H 3.20971 0.34807 -5.52546
H 2.63201 4.20998 -3.54922
*
```

no.,electronic energy (Eh)
1,-8847.953600
2,-6886.080242
3,-4906.475519
4,-2327.344825